1.
The following is a DFT calculation (the ωB97M-V functional and the def2-TZVPD basis) of C19H30BN6Sr as an isolated structure.

Cartesian coordinates (Å):
Sr: -0.08213 0.63041 -0.30474
C: 5.07941 -1.39191 -2.45748
C: 3.74930 -0.67234 -2.26557
C: 2.99233 -0.56439 -3.59237
C: 2.89959 -1.35909 -1.23308
C: 3.03828 -2.63081 -0.66354
C: 1.96462 -2.75297 0.18731
N: 1.23086 -1.63028 0.13969
N: 1.82157 -0.75339 -0.75682
B: -0.11188 -1.51549 1.02231
N: -1.46252 -1.59324 0.17491
C: -2.24496 -2.68329 0.26640
C: -3.34357 -2.52150 -0.53857
C: -3.17306 -1.26064 -1.12886
N: -2.05216 -0.69950 -0.70811
C: -4.07193 -0.57793 -2.11997
C: -4.14374 -1.40190 -3.40917
C: -3.63857 0.85295 -2.41487
N: -0.08744 -0.37529 2.14142
C: 0.09369 -0.69260 3.43542
C: 0.07320 0.45841 4.18760
C: -0.13315 1.49174 3.25954
N: -0.23676 0.99369 2.03935
C: -0.17035 2.97966 3.46018
C: 1.12912 3.60237 2.93701
C: -0.40525 3.33309 4.92508
H: 5.72005 -0.82596 -3.13558
H: 4.92394 -2.38126 -2.89331
H: 5.60912 -1.51447 -1.51146
H: 3.94115 0.34378 -1.90942
H: 2.74134 -1.55698 -3.97143
H: 3.60722 -0.05602 -4.33882
H: 2.07045 0.00432 -3.47229
H: 3.81232 -3.35811 -0.83458
H: 1.67291 -3.56831 0.82933
H: -0.11131 -2.52601 1.65503
H: -1.97007 -3.50045 0.91415
H: -4.15366 -3.21619 -0.67903
H: -5.07418 -0.55687 -1.67948
H: -3.15454 -1.47295 -3.86552
H: -4.81851 -0.92843 -4.12605
H: -4.50293 -2.41378 -3.21880
H: -2.65123 0.87468 -2.88079
H: -3.57074 1.45023 -1.50417
H: -4.34944 1.33066 -3.09075
H: 0.20732 -1.72201 3.73361
H: 0.18401 0.53353 5.25546
H: -0.98885 3.37628 2.85393
H: 1.99340 3.12614 3.40631
H: 1.15573 4.66947 3.17189
H: 1.19320 3.49207 1.85354
H: 0.44372 3.02024 5.53791
H: -1.30262 2.85114 5.31711
H: -0.51934 4.41221 5.03802
C: 0.05023 3.38153 -0.76696
H: -0.97373 3.69911 -0.46740
H: 0.10054 3.76663 -1.80351

Results
**Kohn-Sham gap (alpha / beta)**: 2.1 / 6.7 eV
**HOMO (alpha / beta)**: 0.682 / -3.948 eV
**DFT total energy**: -30641.6541 eV
**ΔE to the lowest compared entry with this formula, charge and spin**: 51.83 kcal per mole
**Net charge**: -1
**LUMO energy (alpha / beta)**: 0.1007 / 0.1008 hartree
**Multiplicity**: 1

Mulliken population analysis, charges in e, atoms 1 to 2: Sr 1.709; C -1.724

2.
The following is a DFT calculation (the ωB97M-V functional and the def2-TZVPD basis) of a 3-piece molecular cluster, C4H16NO2 overall.

Cartesian coordinates (Å):
C: 2.33500 1.88893 1.99455
C: 1.28152 1.42690 0.96995
N: 1.29530 -0.05538 0.73988
C: 1.96435 -0.41863 -0.54858
C: 1.03189 -0.28701 -1.76672
H: 2.05040 1.90424 3.04350
H: 2.69808 2.88161 1.74856
H: 3.15707 1.16897 1.88834
H: 0.28602 1.74284 1.27708
H: 1.48120 1.96346 0.04943
H: 0.33276 -0.39189 0.80164
H: 1.84250 -0.42605 1.51481
H: 2.25313 -1.46557 -0.51313
H: 2.81697 0.22875 -0.72729
H: 0.92183 -1.18762 -2.35261
H: 0.03468 -0.03783 -1.38810
H: 1.27231 0.51872 -2.45742
H: -5.29024 -0.56462 -1.58297
H: -5.31662 -1.96682 -0.89677
O: -4.78222 -1.18845 -1.03282
H: -1.94343 -1.87311 -0.23864
H: -2.69592 -0.65545 0.04486
O: -1.75289 -0.92133 -0.09759

Results
**Kohn-Sham gap**: 11.8 eV
**HOMO**: -14.476 eV
**DFT total energy**: -9986.3744 eV
**ΔE to the lowest compared entry with this formula, charge and spin**: 23.22 kcal per mole
**Net charge**: +1
**LUMO energy**: -0.0984 hartree
**Multiplicity**: 1

natural (NBO) population analysis, charges in e, atoms 1 to 2: C -0.631; C -0.236

3.
The following is a DFT calculation (the ωB97M-V functional and the def2-TZVPD basis) of one molecule with the formula CH4ClN2P.

Cartesian coordinates (Å):
C: 1.17861 -0.74797 0.33932
N: 0.05125 0.08807 0.57239
N: -0.19406 1.59726 -1.16832
P: -1.20404 0.66131 -0.41684
Cl: -2.54117 1.47919 0.74486
H: 1.07660 -1.31661 -0.59181
H: 1.13641 -1.40521 1.30787
H: 2.09595 0.04387 0.35101
H: -1.59956 -0.39991 -1.13848

Results
**Kohn-Sham gap (alpha / beta)**: 7.9 / 7.9 eV
**HOMO (alpha / beta)**: -9.463 / -9.455 eV
**DFT total energy**: -25888.6495 eV
**ΔE to the lowest compared entry with this formula, charge and spin**: 66.63 kcal per mole
**LUMO energy (alpha / beta)**: -0.0581 / -0.0580 hartree
**Multiplicity**: 1

natural (NBO) population analysis, charges in e, atoms 1 to 2: C -0.449; N -0.650

4.
The following is a DFT calculation (the ωB97M-V functional and the def2-TZVPD basis) of a 4-piece molecular cluster, C24H60N4O8P overall.

Cartesian coordinates (Å):
N: 3.04276 -2.06308 1.54930
C: 1.77428 -1.71187 0.81055
O: 1.06813 -2.75560 0.29638
C: 1.12220 -0.22507 0.60454
C: 2.19584 0.99177 0.38458
P: 1.72073 2.60027 1.37647
C: 2.54351 1.82218 2.89794
C: 1.30057 1.09913 3.95082
C: 1.91740 -0.10151 5.04447
O: 1.44362 1.41271 5.47610
H: 3.83490 -1.41649 1.34301
H: 2.91382 -2.11339 2.58852
H: 0.45470 -0.29112 -0.38339
H: 0.36252 -0.05710 1.49089
H: 2.10640 1.32359 -0.75824
H: 3.32542 0.69241 0.53369
H: 0.40440 2.11356 1.67654
H: 1.38412 3.80607 2.14247
H: 2.97053 3.23350 1.01330
H: 1.15397 3.18466 0.15307
H: 3.21020 0.88057 2.70433
H: 3.14407 2.56088 3.59042
H: 0.16203 0.90403 3.46116
H: 3.01329 -0.16269 4.64162
H: 1.02957 -0.82937 4.81779
C: 6.54056 -8.01434 2.55534
O: 6.15586 -7.39712 3.77631
C: 7.24517 -7.20518 4.68695
C: 7.59646 -5.71198 4.80741
N: 8.20933 -5.20587 3.57594
C: 8.29698 -3.74250 3.51496
C: 6.97639 -2.94496 3.55992
O: 6.16061 -3.10014 2.39616
C: 5.35141 -4.26793 2.39701
H: 5.63292 -8.30132 2.01843
H: 7.10106 -7.31853 1.92667
H: 7.13317 -8.91575 2.73628
H: 8.12315 -7.80316 4.41461
H: 6.89886 -7.55415 5.66263
H: 8.29141 -5.57113 5.64200
H: 6.67036 -5.17767 5.03909
H: 7.66904 -5.52524 2.77791
H: 8.80110 -3.50167 2.57166
H: 8.95441 -3.39313 4.31967
H: 7.24534 -1.88168 3.58969
H: 6.39770 -3.12847 4.47062
H: 5.01637 -4.54549 3.40006
H: 5.89070 -5.09283 1.92726
H: 4.46839 -4.07049 1.78230
C: -4.14649 7.31418 -0.53742
O: -4.75390 6.10494 -0.97159
C: -4.62704 5.87608 -2.38022
C: -3.65551 4.71546 -2.65714
N: -2.27378 5.08758 -2.33995
C: -1.34755 3.95033 -2.29950
C: -1.62131 2.84225 -1.26063
O: -1.42414 3.25119 0.09503
C: -2.52805 3.93761 0.66841
H: -4.46285 7.50355 0.49140
H: -3.05740 7.22858 -0.54726
H: -4.46096 8.16002 -1.15560
H: -4.33365 6.78293 -2.92255
H: -5.61756 5.58469 -2.73748
H: -3.72127 4.43428 -3.71352
H: -3.98598 3.86399 -2.05497
H: -2.25084 5.54822 -1.43548
H: -0.35512 4.36672 -2.09061
H: -1.29487 3.50065 -3.29792
H: -0.88475 2.04853 -1.43744
H: -2.60036 2.36990 -1.38829
H: -3.48845 3.57866 0.28870
H: -2.42345 5.01160 0.50238
H: -2.50442 3.77635 1.75009
C: -8.25869 0.52348 -5.78189
O: -8.10927 0.08336 -4.43888
C: -7.77899 -1.30627 -4.32695
C: -6.32636 -1.48326 -3.85143
N: -5.37161 -1.08325 -4.88907
C: -3.99282 -0.94749 -4.40599
C: -3.72064 0.10129 -3.30691
O: -3.86634 1.45510 -3.74269
C: -5.20460 1.93216 -3.74159
H: -8.70142 1.52255 -5.76526
H: -7.28876 0.59037 -6.28019
H: -8.92349 -0.13844 -6.34437
H: -7.96534 -1.85283 -5.25922
H: -8.44104 -1.72185 -3.56363
H: -6.15786 -2.53327 -3.58985
H: -6.20485 -0.88113 -2.94617
H: -5.65937 -0.19276 -5.28277
H: -3.38378 -0.68330 -5.27847
H: -3.63977 -1.92684 -4.06239
H: -2.66689 -0.00229 -3.01940
H: -4.29493 -0.07939 -2.39286
H: -5.80408 1.49816 -2.93681
H: -5.66617 1.74326 -4.71279
H: -5.17899 3.01707 -3.60409

Results
**Kohn-Sham gap**: 5.9 eV
**HOMO**: -3.749 eV
**DFT total energy**: -57476.3158 eV
**Net charge**: -1
**LUMO energy**: 0.0794 hartree
**Multiplicity**: 1

Mulliken population analysis, charges in e, atoms 1 to 2: N -0.355; C -0.143

5.
The following is a DFT calculation (the ωB97M-V functional and the def2-TZVPD basis) of one molecule with the formula C4H10N2O.

Cartesian coordinates (Å):
C: 1.26056 -1.63295 0.83428
N: 0.55842 -0.59169 0.08759
C: 0.09183 -0.91264 -1.27035
C: 0.31916 0.56112 0.78131
O: 1.04197 0.93445 1.68214
C: -0.99109 1.32461 0.53388
N: -1.18898 1.70892 -0.85122
H: 2.20890 -1.26639 1.20536
H: 1.45619 -2.49528 0.21127
H: 0.69819 -1.98724 1.70384
H: -0.99642 -0.82691 -1.33518
H: 0.50532 -0.17798 -1.95554
H: 0.38712 -1.91707 -1.53044
H: -0.92570 2.14741 1.24623
H: -1.77491 0.61771 0.81721
H: -2.11364 2.08588 -1.00533
H: -0.53692 2.42807 -1.15506

Results
**Kohn-Sham gap**: 9.7 eV
**HOMO**: -8.803 eV
**DFT total energy**: -9337.4899 eV
**ΔE to the lowest compared entry with this formula, charge and spin**: 34.54 kcal per mole
**LUMO energy**: 0.0335 hartree
**Multiplicity**: 1

natural (NBO) population analysis, charges in e, atoms 1 to 2: C -0.403; N -0.459

Copy entry 5 word for word.
The following is a DFT calculation (the ωB97M-V functional and the def2-TZVPD basis) of one molecule with the formula C4H10N2O.

Cartesian coordinates (Å):
C: 1.26056 -1.63295 0.83428
N: 0.55842 -0.59169 0.08759
C: 0.09183 -0.91264 -1.27035
C: 0.31916 0.56112 0.78131
O: 1.04197 0.93445 1.68214
C: -0.99109 1.32461 0.53388
N: -1.18898 1.70892 -0.85122
H: 2.20890 -1.26639 1.20536
H: 1.45619 -2.49528 0.21127
H: 0.69819 -1.98724 1.70384
H: -0.99642 -0.82691 -1.33518
H: 0.50532 -0.17798 -1.95554
H: 0.38712 -1.91707 -1.53044
H: -0.92570 2.14741 1.24623
H: -1.77491 0.61771 0.81721
H: -2.11364 2.08588 -1.00533
H: -0.53692 2.42807 -1.15506

Results
**Kohn-Sham gap**: 9.7 eV
**HOMO**: -8.803 eV
**DFT total energy**: -9337.4899 eV
**ΔE to the lowest compared entry with this formula, charge and spin**: 34.54 kcal per mole
**LUMO energy**: 0.0335 hartree
**Multiplicity**: 1

natural (NBO) population analysis, charges in e, atoms 1 to 2: C -0.403; N -0.459

Question: What is the formula in the fourth record?
Answer: C24H60N4O8P